# 1
The following is a quantum chemistry calculation of a cluster of 6 separate species, C18H44B3O8 in total in a non-equilibrium geometry, from OMol25.

## Properties
Highest occupied orbital energy: -3.8 eV
Electronic energy: -1388.57092 Ha
Orbital gap: 5.7638 eV
Charge: -1

Cartesian coordinates (Å):
C -3.2150 3.8361 -0.8291
C -2.1193 3.8542 -2.0370
C -1.3225 2.4343 -1.9145
C -0.0539 2.3692 -2.9029
B 1.3839 1.9983 -2.1982
C 1.6385 0.4137 -1.8488
C 0.3534 -0.5033 -1.5868
C 0.0388 -0.6750 -0.0025
C 1.1667 -1.4267 0.8023
C 1.0661 -1.6677 2.3662
C -0.2294 -1.1069 3.0560
C -1.3622 -0.3784 2.2515
C -1.2397 -0.1637 0.7006
B 1.7346 3.0496 -0.9219
C 1.1711 2.9060 0.5981
O 2.6114 4.2184 -1.1713
B 2.5540 2.3884 -3.3596
O 3.9866 2.2376 -3.0482
O 2.2560 2.8366 -4.7044
H -2.8768 4.5588 -0.0039
H -4.2812 4.0379 -1.1798
H -3.2317 2.7895 -0.3397
H -1.3760 4.7160 -1.9584
H -2.7378 3.9019 -3.0145
H -2.0847 1.6496 -2.3087
H -1.1150 2.1470 -0.8303
H 0.0272 3.4037 -3.4198
H -0.2343 1.6071 -3.7409
H 2.2695 -0.0583 -2.6982
H 2.3206 0.3726 -0.9117
H 0.6427 -1.5772 -1.9230
H -0.5847 -0.2446 -2.1788
H 2.0961 -1.8128 0.2449
H 1.9119 -2.1843 2.9324
H -0.3426 -1.2282 4.1819
H -2.2952 0.0318 2.7650
H -2.0126 0.3820 0.0681
H 2.0291 3.2565 1.3052
H 0.3111 3.6571 0.8028
H 0.9106 1.8463 0.9294
H 3.2366 4.2239 -0.3995
H 4.1060 1.6382 -2.2840
H 3.0232 2.5361 -5.2583
C 2.5390 -5.6022 2.1269
O 1.5538 -5.2073 1.1849
H 2.9525 -6.5646 1.8230
H 3.3392 -4.8571 2.1560
H 2.0833 -5.7001 3.1151
H 1.2085 -4.3511 1.4738
C -6.6053 2.2704 -0.9290
O -5.7176 2.2283 -2.0349
H -6.0224 2.2255 -0.0086
H -7.1770 3.2021 -0.9497
H -7.2849 1.4149 -0.9685
H -6.2568 2.2694 -2.8349
C 0.4812 -7.7813 -0.2400
O -0.2380 -8.7935 -0.9342
H 1.5102 -7.7722 -0.5999
H 0.0242 -6.8082 -0.4297
H 0.4751 -7.9940 0.8320
H -1.1428 -8.7807 -0.5986
C 1.3154 7.6459 -0.1398
O 2.1939 6.7885 0.5679
H 1.0283 8.4722 0.5125
H 1.8201 8.0428 -1.0247
H 0.4206 7.0929 -0.4374
H 2.4316 6.0666 -0.0329
C 0.9851 -7.1771 6.0360
O 0.9339 -7.4782 4.6498
H 1.9828 -6.8110 6.2798
H 0.2489 -6.4047 6.2732
H 0.7792 -8.0795 6.6176
H 0.0430 -7.7989 4.4606

Atomic partial charges in e from the Mulliken method, atoms 1 to 8: C -0.61; C -0.50; C 0.54; C -1.08; B -0.15; C -0.46; C -0.57; C 0.38

# 2
The following is a quantum chemistry calculation of a cluster of 4 separate species, C18H44BClO17P3S in total in a non-equilibrium geometry, from OMol25.

## Properties
Highest occupied orbital energy: -4.7 eV
Electronic energy: -3898.73437 Ha
Orbital gap: 4.6322 eV
Charge: -1

Cartesian coordinates (Å):
O -3.3803 -1.8222 0.6816
C -2.2936 -2.4419 0.7502
O -1.5447 -2.6999 -0.2497
B -1.7162 -3.0407 2.0788
C -2.1895 -4.4968 2.4979
C -1.5323 -5.4846 1.4967
C -1.0856 -6.8191 2.1155
C -0.1582 -6.6912 3.3046
O 1.1215 -6.1631 2.9702
C -0.6548 -2.2999 2.9861
C -0.8837 -0.7830 3.1465
C 0.4297 -0.0027 3.2779
C 1.4659 -0.6178 4.2205
S 1.1067 -0.5575 5.9643
O 0.1932 -1.5989 6.3217
O 2.3358 -0.6344 6.6973
Cl 0.2051 1.2351 6.3468
H -3.2773 -4.5861 2.4841
H -1.8577 -4.6689 3.5237
H -0.6391 -4.9967 1.0907
H -2.2246 -5.6133 0.6691
H -0.5490 -7.3767 1.3411
H -1.9808 -7.3861 2.3816
H 0.0141 -7.6986 3.6947
H -0.5715 -6.1103 4.1300
H 1.0775 -5.7089 2.1235
H -0.6161 -2.7643 3.9755
H 0.3303 -2.4326 2.5196
H -1.3453 -0.4329 2.2203
H -1.5951 -0.5450 3.9366
H 0.9076 0.0869 2.3026
H 0.2334 1.0102 3.6279
H 1.7081 -1.6585 4.0146
H 2.3934 -0.0533 4.1112
C 3.1944 -1.6186 -5.3291
O 2.0147 -2.2113 -4.7870
P 0.7193 -1.2430 -4.7534
O 0.6867 -0.5070 -6.0253
O 1.2526 -0.3128 -3.5170
C 1.8754 -0.9020 -2.3677
O -0.7914 -1.2905 -4.2657
C -1.1165 -1.8710 -2.9576
H 4.0330 -2.2196 -4.9800
H 3.1617 -1.6442 -6.4164
H 3.3163 -0.5921 -4.9857
H 2.9490 -0.7062 -2.3985
H 1.7158 -1.9771 -2.3151
H 1.4517 -0.4417 -1.4774
H -0.9749 -1.1263 -2.1813
H -0.5059 -2.7426 -2.7403
H -2.1579 -2.1707 -2.9639
C -2.1254 3.5978 -1.2851
O -1.4759 3.3127 -2.5261
P -2.3449 3.5927 -3.8479
O -3.0128 4.8900 -3.6965
O -3.3641 2.3401 -3.6448
C -2.8810 1.0577 -3.2106
O -2.2000 3.3984 -5.4401
C -1.6639 2.1621 -5.9692
H -1.5839 3.0588 -0.5088
H -2.0816 4.6650 -1.0716
H -3.1612 3.2626 -1.2951
H -3.1733 0.8918 -2.1735
H -1.7991 0.9739 -3.2883
H -3.3395 0.2955 -3.8365
H -2.4577 1.4199 -6.0377
H -0.8515 1.7693 -5.3600
H -1.2829 2.3672 -6.9660
C 1.3451 3.9590 3.5605
O 0.9029 4.8839 2.5654
P 1.3726 4.4948 1.0361
O 1.1256 3.0311 1.1130
O 2.9438 4.8968 1.2638
C 3.2846 6.1973 1.7614
O 1.5082 4.4859 -0.6052
C 1.8283 5.6818 -1.3434
H 1.2733 4.4699 4.5209
H 0.6971 3.0882 3.5716
H 2.3762 3.6519 3.3916
H 3.6089 6.1139 2.7990
H 2.4476 6.8942 1.7136
H 4.1044 6.5900 1.1614
H 2.9094 5.8299 -1.3536
H 1.3410 6.5626 -0.9273
H 1.4790 5.5443 -2.3633

Atomic partial charges in e from the Mulliken method, atoms 1 to 8: O -0.77; C 0.58; O -0.54; B -0.25; C -0.47; C -0.36; C -0.92; C -0.40